Record 1
21
Properties=species:S:1:pos:R:3:forces:R:3 method="wB97M-V/def2-TZVPD" mol_weight_g_mol=184.07 energy_ev=-34859.1269 e_lumo_ha="-0.2865 / -0.2871" spin_multiplicity=1 orbital_gap_ha="0.2603 / 0.2596" total_charge=+2
C 2.1224 1.6081 0.6874 -1.291 1.094 0.097
C 3.5145 0.0458 -0.5543 1.338 -0.919 0.548
C 0.2071 0.0811 0.1728 -0.046 1.514 -1.220
C -1.1781 0.0971 -0.4483 -1.858 -0.789 0.993
C -2.0532 -0.9184 0.3384 -2.202 -0.088 2.145
N 0.8705 1.2553 0.3222 -0.866 -1.722 -0.123
N 3.2610 0.9430 0.3676 -0.219 -1.313 -0.999
N -3.5048 -1.0878 -0.3155 -0.124 2.405 2.582
Cl 5.1505 -0.4936 -0.7601 -1.548 0.431 0.217
Cl 0.9700 -1.3826 0.3340 0.535 -0.910 0.488
H 2.2203 2.6499 0.9651 0.220 -0.261 0.213
H 2.7208 -0.5439 -0.9782 0.112 0.363 -0.798
H -1.2957 -0.4105 -1.4529 0.928 1.514 0.319
H -1.6990 1.1045 -0.3167 0.954 -1.113 -0.769
H -1.6586 -1.9249 0.3132 0.248 -0.113 -0.129
H -2.3105 -0.7031 1.4499 0.756 -0.018 -1.903
H 0.1692 1.9762 0.2048 0.536 0.808 0.257
H 4.0401 1.0787 0.9701 0.996 1.030 0.528
H -3.9733 -1.9390 -0.0216 0.117 -0.404 0.331
H -3.3884 -1.1614 -1.2995 -0.364 0.378 -1.374
H -4.1847 -0.2744 0.0217 1.778 -1.884 -1.406



Record 2
59
Properties=species:S:1:pos:R:3:forces:R:3 method="wB97M-V/def2-TZVPD" s_squared=3.764 mol_weight_g_mol=631.40 energy_ev=-114018.7570 e_lumo_ha="0.0948 / 0.0562" spin_multiplicity=4 orbital_gap_ha="0.2198 / 0.1901" total_charge=-1
Ti 0.6477 -0.2328 0.4109 -2.532 -2.240 -1.525
C 0.6600 -2.1431 -1.7149 0.149 0.094 0.126
C -0.2886 -1.6129 -2.6078 -0.233 0.065 -0.033
C -1.5420 -1.5763 -1.9547 0.044 0.091 -0.374
C -1.3870 -2.1128 -0.6802 0.126 -0.193 0.208
C -0.0128 -2.4442 -0.4863 0.115 -0.168 0.228
C 0.4790 -3.3882 0.5931 -0.083 -0.005 -0.170
C -2.5335 -2.5403 0.1873 0.082 0.189 0.049
C -2.8293 -1.0320 -2.5049 0.113 -0.053 0.032
C -0.0159 -1.1827 -4.0160 -0.053 -0.061 0.102
C 2.0850 -2.4456 -2.0892 -0.154 0.015 0.015
H -0.0474 -4.3486 0.5375 0.062 -0.036 -0.019
H 0.3317 -2.9974 1.6019 0.002 -0.029 0.025
H 1.5459 -3.5853 0.4851 0.003 0.006 0.011
H -3.0770 -3.3660 -0.2875 -0.024 0.010 0.030
H -3.2553 -1.7305 0.3443 0.019 -0.046 0.027
H -2.1981 -2.8964 1.1639 -0.021 0.012 -0.020
H -3.5470 -1.8260 -2.7463 -0.003 0.026 -0.023
H -2.6560 -0.4558 -3.4177 -0.020 -0.017 0.015
H -3.3071 -0.3678 -1.7781 -0.017 -0.004 -0.030
H -0.3594 -1.9316 -4.7393 0.023 0.029 -0.020
H 1.0518 -1.0245 -4.1813 -0.024 0.002 -0.015
H -0.5227 -0.2416 -4.2516 0.007 -0.026 -0.043
H 2.1280 -3.2494 -2.8322 0.026 0.000 0.003
H 2.6803 -2.7453 -1.2302 0.002 -0.045 -0.007
H 2.5734 -1.5694 -2.5284 0.030 -0.022 0.020
F 3.1360 3.4401 2.1336 0.185 -0.017 -0.203
C 2.9833 3.2530 3.4165 -0.319 0.506 0.151
F 3.5499 4.2336 4.1078 0.414 -0.028 0.068
F 1.7040 3.2138 3.7414 -0.191 -0.094 0.055
S 1.4904 0.4577 2.8405 0.823 -0.776 -0.183
O 1.2006 1.3008 1.5602 0.355 0.402 1.089
O 0.7749 -0.8440 2.5253 -0.165 0.450 0.310
N 3.1209 0.0447 2.6726 -0.130 0.185 -0.572
S 3.5686 -0.5033 1.2870 -0.027 -0.019 -0.490
O 4.6939 -1.3835 1.3126 -0.039 -0.169 0.462
O 2.4648 -0.9723 0.3763 1.767 0.252 0.879
C 4.2370 0.8499 0.1929 -0.142 -0.184 -0.169
F 3.2931 1.6470 -0.2894 -0.009 0.194 0.183
F 4.8131 0.2438 -0.8518 0.146 0.079 0.013
F 5.1580 1.5844 0.8187 0.005 0.031 0.091
S 0.4018 1.6863 -2.4950 0.011 -0.070 -0.069
C 0.3783 0.6763 -1.2922 0.480 0.769 -0.632
C -1.5041 3.8087 2.3294 0.138 -0.074 -0.007
O -1.9634 2.5390 1.8856 0.125 0.185 -0.036
P -1.2939 1.9258 0.5014 -1.202 -0.278 0.310
O -2.6689 1.7539 -0.3729 0.031 0.018 -0.144
C -2.9874 2.7844 -1.3007 0.039 -0.006 0.065
O -1.3562 0.2903 1.0023 0.159 1.173 0.321
C -1.9835 -0.0602 2.2502 -0.007 -0.116 -0.101
H -2.3285 4.5215 2.2944 -0.017 0.024 0.004
H -0.6836 4.1770 1.7050 -0.018 -0.010 0.023
H -1.1434 3.7217 3.3548 -0.013 0.004 0.008
H -2.1649 2.9549 -1.9977 0.015 -0.003 -0.008
H -3.2274 3.7210 -0.7874 -0.022 -0.009 0.001
H -3.8632 2.4517 -1.8539 -0.002 -0.003 -0.019
H -1.5616 0.5055 3.0764 0.021 0.027 0.009
H -1.7923 -1.1148 2.4052 -0.014 -0.032 -0.021
H -3.0501 0.1380 2.1739 -0.037 -0.007 -0.003



Record 3
108
Properties=species:S:1:pos:R:3:forces:R:3 method="wB97M-V/def2-TZVPD" mol_weight_g_mol=913.03 energy_ev=-72275.1355 e_lumo_ha=-0.1865 spin_multiplicity=1 orbital_gap_ha=0.3176 total_charge=+2
Ir -0.0759 -0.2456 -0.5860 0.370 -0.042 0.119
C 2.9357 -4.2128 1.4730 -0.001 0.006 0.015
C 2.6993 -2.9113 0.7892 0.030 0.016 -0.115
C 3.6082 -2.0250 0.2303 0.003 0.013 -0.019
C 2.8470 -1.0016 -0.3466 0.014 -0.014 -0.116
N 1.5715 -1.2518 -0.0834 -0.300 -0.096 0.192
N 1.4641 -2.4210 0.5685 0.066 0.024 0.273
B 0.0576 -3.0392 0.5701 -0.144 -0.016 -0.089
N -0.9132 -2.1563 1.3709 0.188 0.096 0.096
N -1.2118 -0.8860 0.9622 -0.280 -0.142 -0.116
C -2.2080 -0.4196 1.7570 0.010 -0.041 0.080
C -2.5080 -1.4298 2.6776 0.033 0.045 0.010
C -1.6860 -2.4996 2.4060 -0.013 -0.014 -0.013
C -1.6161 -3.8276 3.0789 -0.002 0.009 0.006
C -3.0353 0.8679 1.7688 -0.052 -0.011 -0.048
C -4.4243 0.4851 1.2215 0.013 -0.005 -0.053
C -2.5175 2.0777 0.9699 0.088 0.024 0.079
C -3.2044 1.3112 3.2361 -0.054 -0.016 -0.033
N -0.4771 -3.0519 -0.8872 0.173 -0.072 -0.061
N -0.5617 -1.9183 -1.6572 -0.190 0.014 -0.033
C -0.9862 -2.2870 -2.8837 0.144 -0.049 -0.052
C -1.1820 -3.6699 -2.8717 -0.001 0.000 -0.001
C -0.8523 -4.1158 -1.6113 -0.025 0.003 -0.008
C -0.8726 -5.5084 -1.0805 0.006 -0.002 0.002
C -1.2584 -1.4368 -4.1164 -0.037 0.020 0.055
C -0.4699 -0.1308 -4.1867 0.064 -0.028 0.048
C -0.8795 -2.2417 -5.3690 -0.041 0.024 -0.020
C -2.7671 -1.1485 -4.1536 -0.021 0.004 0.050
C 3.2188 0.0699 -1.3375 -0.043 -0.089 -0.072
C 4.2016 1.0774 -0.7413 0.033 0.030 0.010
C 1.9582 0.8216 -1.7984 0.134 0.171 0.336
C 3.8480 -0.6349 -2.5501 -0.008 0.047 -0.022
H 4.0017 -4.3591 1.6292 0.002 0.000 -0.002
H 2.4369 -4.2479 2.4413 -0.004 0.001 0.001
H 2.5625 -5.0432 0.8729 -0.002 -0.002 0.005
H 4.6783 -2.1400 0.2006 0.004 0.005 0.021
H 0.0854 -4.1387 1.0167 -0.015 -0.003 0.001
H -3.2551 -1.3935 3.4491 0.001 -0.011 0.002
H -2.3231 -3.8534 3.9047 0.000 0.007 0.002
H -1.8673 -4.6327 2.3890 0.000 -0.004 0.003
H -0.6187 -4.0231 3.4720 0.003 -0.009 -0.005
H -4.3440 0.1379 0.1892 -0.002 0.003 -0.003
H -4.8855 -0.3051 1.8128 0.002 -0.007 0.000
H -5.0796 1.3574 1.2467 -0.001 0.000 0.008
H -3.1920 2.3051 0.1463 0.005 0.008 0.031
H -2.4830 2.9652 1.6016 0.031 0.002 0.032
H -1.5301 1.9320 0.5488 0.057 0.009 0.022
H -3.7398 0.5780 3.8352 0.007 0.007 0.004
H -2.2398 1.4999 3.7091 0.031 0.016 0.000
H -3.7856 2.2336 3.2608 0.001 -0.007 -0.002
H -1.5187 -4.2833 -3.6874 0.008 -0.001 -0.001
H -1.3079 -6.1717 -1.8239 0.006 0.002 -0.006
H 0.1342 -5.8619 -0.8567 -0.001 -0.001 0.008
H -1.4649 -5.5795 -0.1691 -0.004 -0.005 -0.003
H 0.5902 -0.3204 -4.3682 0.025 -0.007 0.043
H -0.8436 0.4623 -5.0229 0.036 -0.013 -0.029
H -0.5725 0.4670 -3.2880 -0.006 -0.001 -0.029
H 0.1781 -2.5084 -5.3632 -0.003 -0.014 0.002
H -1.4658 -3.1524 -5.4724 -0.014 0.011 -0.005
H -1.0731 -1.6318 -6.2526 0.019 0.001 -0.005
H -3.0912 -0.6736 -3.2283 -0.003 0.016 0.010
H -3.0056 -0.4975 -4.9969 -0.001 -0.012 -0.012
H -3.3331 -2.0732 -4.2687 0.000 -0.001 0.009
H 3.7974 1.5194 0.1700 -0.022 0.024 0.033
H 5.1464 0.5917 -0.4966 -0.006 0.000 0.012
H 4.4123 1.8740 -1.4573 0.018 -0.008 -0.002
H 1.6764 1.5777 -1.0714 0.171 -0.022 -0.106
H 2.1050 1.3078 -2.7634 -0.060 -0.095 -0.085
H 1.1178 0.0948 -2.0365 -0.061 -0.085 -0.350
H 4.7294 -1.2038 -2.2575 0.000 0.002 0.003
H 3.1386 -1.3249 -3.0125 0.004 -0.010 0.003
H 4.1524 0.1026 -3.2949 -0.002 -0.003 -0.001
O 0.7891 1.2036 0.7256 -0.223 0.472 -0.428
S 0.4296 1.5856 2.1755 -0.038 -0.196 0.199
C 0.6540 3.3425 2.2320 0.014 -0.014 0.001
C 0.1656 3.9935 3.3572 -0.018 0.013 -0.020
C 0.3189 5.3675 3.4516 0.002 0.008 -0.005
C 0.9429 6.0701 2.4277 -0.003 -0.016 0.007
C 1.4204 5.4042 1.3070 0.002 -0.022 0.007
C 1.2765 4.0274 1.2013 0.070 -0.006 -0.007
C 1.7927 0.9863 3.1244 -0.048 -0.055 0.015
C 1.5502 -0.1892 3.8257 -0.022 -0.024 -0.025
C 2.5845 -0.7669 4.5468 0.010 -0.008 -0.021
C 3.8357 -0.1667 4.5571 -0.014 -0.018 0.003
C 4.0642 1.0106 3.8520 0.003 0.002 -0.004
C 3.0402 1.5980 3.1295 0.030 0.005 -0.009
H -0.3222 3.4380 4.1501 -0.005 0.006 -0.005
H -0.0522 5.8907 4.3221 0.001 0.000 0.000
H 1.0590 7.1424 2.5066 0.001 0.001 -0.003
H 1.9176 5.9555 0.5202 -0.006 0.004 -0.004
H 1.6656 3.4906 0.3451 -0.036 0.010 0.006
H 0.5632 -0.6404 3.8093 -0.001 0.012 0.001
H 2.4117 -1.6756 5.1073 0.000 0.002 0.008
H 4.6393 -0.6118 5.1284 0.001 0.000 0.002
H 5.0402 1.4758 3.8768 0.001 0.002 0.002
H 3.2057 2.5238 2.5936 -0.010 0.012 0.005
O -1.8447 0.5875 -1.3812 0.000 0.042 0.205
N -1.9502 1.7971 -1.9269 0.016 0.044 -0.077
C -3.1295 2.0838 -2.5113 0.030 -0.034 0.019
C -3.3312 3.3067 -3.1067 0.011 0.025 -0.005
C -2.3153 4.2530 -3.0983 -0.015 -0.005 -0.007
C -1.1188 3.9370 -2.4790 0.002 -0.019 0.005
C -0.9563 2.6966 -1.8959 -0.005 0.010 0.060
H -3.8646 1.2964 -2.4588 -0.009 -0.009 -0.014
H -4.2862 3.5080 -3.5700 -0.002 -0.002 0.003
H -2.4594 5.2192 -3.5604 0.001 0.000 -0.004
H -0.3015 4.6424 -2.4356 -0.004 0.000 0.000
H -0.0610 2.3896 -1.3758 -0.118 0.058 -0.020